# 1
Below is C6H7FS in the gas phase at a distorted geometry, with properties calculated with ωB97M-V/def2-TZVPD.

Atoms and positions in Å:
C: 1.350 -0.325 -1.813
C: 0.261 -0.014 -0.741
C: -0.753 -0.704 -0.354
C: -1.279 -0.380 0.993
C: -0.475 0.773 1.594
C: 0.506 0.893 0.313
H: 1.457 -1.596 -2.021
H: 2.314 -0.171 -1.019
H: 1.056 0.453 -2.787
H: -2.396 -0.213 0.736
H: -1.469 -1.304 1.826
H: -0.967 1.742 1.793
H: 0.337 0.379 2.401
F: -1.597 -1.671 -1.017
S: 1.654 2.139 0.097

Forces on atoms 1 to 6 (eV/Å):
0.235 -0.794 0.786
3.163 -1.433 -2.228
-4.611 -3.649 1.067
-4.388 -2.251 2.536
3.520 -1.586 -1.842
1.757 4.663 1.462

Values from the calculation:
Energy above the lowest of the compared OMol25 structures with the same formula, charge and spin (kcal per mole): 90.38
SMILES: CC1=C(F)CCC1=S
HOMO (eV): -8.4828
Total energy (eV): -19883.9206
HOMO-LUMO gap (eV): 7.99
Largest force on an atom (eV/A): 5.976
Charge: 0

# 2
Below is a molecular structure, C6H7HoNO4 at a distorted geometry, with properties calculated with ωB97M-V/def2-TZVPD.

Atoms and positions in Å:
Ho: -0.099 0.403 1.314
C: -0.069 2.099 2.700
O: -0.149 3.233 2.972
C: 0.396 2.430 -0.052
O: 1.002 3.285 -0.570
C: -2.125 1.604 1.061
O: -3.102 2.149 0.737
C: 2.116 1.356 0.997
O: 3.071 1.826 0.516
C: 0.171 -2.262 -2.907
H: 1.072 -2.740 -2.569
H: -0.776 -2.742 -2.742
C: 0.223 -1.061 -3.445
H: -0.696 -0.507 -3.662
H: 1.179 -0.539 -3.545
N: -0.462 -1.894 2.231
H: -0.788 -2.317 1.348
H: -1.212 -1.826 2.942
H: 0.249 -2.497 2.673

Forces on atoms 1 to 6 (eV/Å):
0.547 -5.126 -1.544
-0.367 9.691 3.899
0.521 -6.444 -1.112
2.980 5.676 -3.968
-3.876 -4.384 2.608
-7.108 3.583 -2.261

Values from the calculation:
Multiplicity: 5
<S²>: 6.04
HOMO (spin up / spin down) (eV): -18.7756 / -19.2631
Total energy (eV): -41777.0262
HOMO-LUMO gap (spin up / spin down) (eV): 3.27 / 3.99
Largest force on an atom (eV/A): 10.453
Charge: +3

# 3
Below is C6H7I in the gas phase at a distorted geometry, with properties calculated with ωB97M-V/def2-TZVPD.

Atoms and positions in Å:
C: -0.453 0.068 1.515
C: 0.643 1.255 -0.846
C: 0.301 0.993 0.647
C: -0.017 -0.562 0.259
C: 1.262 0.142 -0.042
C: -1.068 -1.090 -0.687
I: 3.350 -0.317 0.061
H: 0.014 -0.267 2.547
H: -1.466 0.291 1.745
H: -0.115 0.979 -1.598
H: 1.175 2.158 -0.901
H: -0.512 -1.735 -1.340
H: -1.509 -0.260 -1.337
H: -1.608 -1.655 -0.024

Forces on atoms 1 to 6 (eV/Å):
1.581 -1.104 3.513
-1.191 -0.436 1.020
0.941 -0.664 -1.729
0.013 0.064 0.714
-0.549 0.053 -0.044
2.527 2.751 -1.747

Values from the calculation:
Energy above the lowest of the compared OMol25 structures with the same formula, charge and spin (kcal per mole): 97.28
SMILES: C[C@]12C[C@]13C[C@]23I
HOMO (eV): -8.3358
Total energy (eV): -14430.4940
HOMO-LUMO gap (eV): 8.96
Largest force on an atom (eV/A): 4.124
Charge: 0

# 4
Below is a molecular structure, C6H7IO2 at a distorted geometry, with properties calculated with ωB97M-V/def2-TZVPD.

Atoms and positions in Å:
C: -1.465 2.405 0.404
C: -0.910 1.287 1.004
C: -0.820 2.584 -0.742
C: 0.053 0.868 0.120
C: 0.553 -2.888 -0.550
C: 1.065 -0.815 0.273
O: 0.044 1.652 -0.965
O: 0.745 -1.467 -0.789
I: 3.226 -0.234 0.297
H: -2.264 3.086 0.693
H: -1.300 0.850 1.927
H: -1.027 3.437 -1.487
H: -0.290 -3.264 -1.313
H: 0.154 -2.962 0.429
H: 1.559 -3.365 -0.450
H: 0.677 -1.176 1.150

Forces on atoms 1 to 6 (eV/Å):
-1.718 1.999 0.349
0.422 -1.538 0.730
-2.388 4.123 -2.211
1.281 -4.044 1.946
-0.728 0.044 -1.487
-0.535 7.020 -1.742

Values from the calculation:
Energy above the lowest of the compared OMol25 structures with the same formula, charge and spin (kcal per mole): 73.92
HOMO (eV): -8.5347
Total energy (eV): -18526.8867
HOMO-LUMO gap (eV): 8.86
Largest force on an atom (eV/A): 7.252
Charge: 0

# 5
Below is C6H7IO2 in the gas phase at a distorted geometry, with properties calculated with ωB97M-V/def2-TZVPD.

Atoms and positions in Å:
C: -0.785 -2.128 -1.673
C: 0.163 -1.129 -1.484
C: -1.730 -2.003 -0.702
C: -0.270 -0.450 -0.402
C: 1.354 1.673 2.104
C: 0.184 0.858 0.157
O: -1.359 -1.001 0.120
O: 1.374 0.823 0.909
I: 0.436 2.140 -1.602
H: -0.970 -2.574 -2.651
H: 0.735 -0.633 -2.265
H: -2.538 -2.663 -0.371
H: 2.273 1.572 2.581
H: 0.507 1.312 2.678
H: 1.217 2.730 1.780
H: -0.592 1.477 0.821

Forces on atoms 1 to 6 (eV/Å):
-1.589 -0.776 -1.671
0.000 1.659 -0.655
0.331 -1.243 0.239
1.175 1.125 0.654
-1.934 0.186 -2.662
-0.549 1.827 2.147

Values from the calculation:
Energy above the lowest of the compared OMol25 structures with the same formula, charge and spin (kcal per mole): 29.47
SMILES: CO[C@@H](I)c1ccco1
HOMO (eV): -8.6385
Total energy (eV): -18528.8144
HOMO-LUMO gap (eV): 9.04
Largest force on an atom (eV/A): 3.296
Charge: 0

# 6
Below is 2 unconnected molecules or ions with the total composition C6H7IO2S at a distorted geometry, with properties calculated with ωB97M-V/def2-TZVPD.

Atoms and positions in Å:
C: 0.919 0.096 2.147
C: 1.455 0.886 3.112
C: 1.117 2.206 1.054
C: 0.659 0.873 0.958
C: -1.100 -1.188 -1.480
C: 0.071 0.404 -0.261
O: -0.604 -0.715 -0.247
O: 1.992 -0.254 -1.312
S: 1.803 2.461 2.625
I: 3.365 1.097 -1.080
H: 0.782 -0.923 2.350
H: 1.628 0.677 4.112
H: 1.111 3.105 0.443
H: -0.841 -2.285 -1.437
H: -0.687 -0.532 -2.300
H: -2.193 -1.144 -1.694
H: 0.044 0.969 -1.202

Forces on atoms 1 to 6 (eV/Å):
0.199 1.995 0.056
-0.198 -0.038 -1.105
0.348 -0.779 1.406
0.089 1.137 -0.608
-0.100 -0.838 -1.835
1.427 -0.877 -0.869

Values from the calculation:
Energy above the lowest of the compared OMol25 structures with the same formula, charge and spin (kcal per mole): 68.15
HOMO (spin up / spin down) (eV): -7.6759 / -7.6767
Total energy (eV): -29362.2930
HOMO-LUMO gap (spin up / spin down) (eV): 7.22 / 7.22
Largest force on an atom (eV/A): 2.020
Charge: 0

# 7
Below is a molecular structure, C6H7LiNO4 at a distorted geometry, with properties calculated with ωB97M-V/def2-TZVPD.

Atoms and positions in Å:
N: -2.759 0.724 -0.583
C: -1.799 -0.110 -0.054
C: -0.472 -0.215 -0.203
C: 0.579 0.593 -0.877
C: 1.583 1.086 0.170
O: 2.860 0.400 -0.022
C: -0.080 -1.491 0.422
O: 0.853 -2.191 0.124
O: -1.060 -1.877 1.293
C: -2.157 -1.033 1.096
O: -3.038 -0.946 1.874
H: -2.353 1.464 -1.144
H: -3.428 0.238 -1.170
H: 1.135 -0.033 -1.578
H: 0.139 1.444 -1.395
H: 1.233 0.867 1.179
H: 1.783 2.151 0.121
H: 2.589 -0.531 -0.098
Li: 4.391 -0.540 0.847

Forces on atoms 1 to 6 (eV/Å):
0.659 0.265 -0.356
-0.430 -0.135 0.138
0.249 -0.176 -0.105
-0.265 0.250 0.093
0.213 0.070 0.230
0.509 -0.908 0.610

Values from the calculation:
HOMO (eV): -12.8228
Total energy (eV): -16214.5416
HOMO-LUMO gap (eV): 8.08
Largest force on an atom (eV/A): 1.206
Charge: +1

# 8
Below is a molecular structure, C6H7LiO6 at a distorted geometry, with properties calculated with ωB97M-V/def2-TZVPD.

Atoms and positions in Å:
O: 0.520 -1.496 1.021
O: 2.014 -0.682 -0.518
C: 1.926 -0.187 -1.834
C: 0.427 -0.303 -2.203
O: -0.181 -0.808 -1.041
C: 0.720 -0.591 0.126
H: 2.271 0.859 -1.893
H: 2.566 -0.796 -2.486
H: 0.254 -1.000 -3.034
H: 0.006 0.678 -2.480
Li: -1.407 -1.479 0.391
O: -1.396 0.711 2.140
O: -2.287 -0.053 4.004
C: -0.907 1.174 0.973
C: 0.500 0.883 0.601
O: -3.014 -0.788 1.982
C: -2.318 -0.119 2.774
H: -1.676 1.360 0.220
H: 0.802 1.585 -0.193
H: 1.181 1.050 1.451

Forces on atoms 1 to 6 (eV/Å):
-0.771 0.452 -0.764
0.321 0.046 -0.409
0.047 -0.024 0.306
-0.156 0.070 -0.139
-0.548 -0.114 -0.534
0.637 -0.203 1.032

Values from the calculation:
Multiplicity: 2
<S²>: 0.75
HOMO (spin up / spin down) (eV): -3.3337 / -5.1247
Total energy (eV): -18826.6736
HOMO-LUMO gap (spin up / spin down) (eV): 6.02 / 7.81
Largest force on an atom (eV/A): 3.138
Charge: -1

# 9
Below is a molecular structure, C6H7LiO6 at a distorted geometry, with properties calculated with ωB97M-V/def2-TZVPD.

Atoms and positions in Å:
O: 0.280 -2.233 0.048
C: 0.939 -1.384 -0.711
C: 0.405 -1.888 1.441
O: 0.851 -0.784 -1.989
O: 1.894 -0.839 0.015
C: 1.555 -0.874 1.414
H: 0.643 -2.802 1.992
H: -0.539 -1.468 1.801
H: 2.439 -1.201 1.968
H: 1.253 0.131 1.725
Li: -0.906 -1.109 -2.488
C: -1.008 0.955 -1.660
O: -0.737 2.153 0.392
C: -1.885 1.483 0.451
C: -0.064 1.809 -0.846
O: -2.159 0.887 -0.686
O: -2.614 1.505 1.418
H: -1.439 1.662 -2.400
H: 0.842 1.278 -0.516
H: 0.250 2.719 -1.371

Forces on atoms 1 to 6 (eV/Å):
-1.907 -0.372 -1.987
1.986 4.566 -4.926
0.286 0.018 0.567
0.047 -5.992 6.736
0.492 0.786 0.311
0.266 -0.173 0.063

Values from the calculation:
Energy above the lowest of the compared OMol25 structures with the same formula, charge and spin (kcal per mole): 58.53
HOMO (eV): -6.8651
Total energy (eV): -18822.5005
HOMO-LUMO gap (eV): 6.45
Largest force on an atom (eV/A): 9.016
Charge: 0

# 10
Below is C6H7N in the gas phase at a distorted geometry, with properties calculated with ωB97M-V/def2-TZVPD.

Atoms and positions in Å:
C: -1.990 1.555 1.496
C: -0.904 1.058 1.409
C: 1.800 1.011 1.497
C: -0.229 -0.608 -0.917
C: 0.770 0.569 0.800
C: -0.160 -1.680 -1.940
N: 0.774 -0.323 -0.203
H: -2.941 1.934 1.740
H: 2.799 0.712 1.221
H: 1.688 1.679 2.330
H: -1.182 -0.079 -0.810
H: 0.067 -1.248 -2.915
H: -1.117 -2.190 -2.016
H: 0.624 -2.389 -1.692

Forces on atoms 1 to 6 (eV/Å):
-0.314 -0.041 0.414
4.654 -0.974 -2.034
0.057 0.121 -0.032
-0.185 0.110 0.043
-4.100 1.395 2.522
0.064 -0.073 -0.073

Values from the calculation:
Energy above the lowest of the compared OMol25 structures with the same formula, charge and spin (kcal per mole): 102.42
SMILES: C#CC(=C)/N=C/C
HOMO (eV): -9.3124
Total energy (eV): -7821.2058
HOMO-LUMO gap (eV): 9.89
Largest force on an atom (eV/A): 5.172
Charge: 0

# 11
Below is 2 unconnected molecules or ions with the total composition C6H7N at a distorted geometry, with properties calculated with ωB97M-V/def2-TZVPD.

Atoms and positions in Å:
C: 1.929 0.226 0.025
C: 3.128 0.395 0.128
C: -0.917 1.062 -0.013
C: -1.012 0.310 1.268
C: -0.369 -0.235 0.038
C: -0.526 -1.595 -0.494
N: -1.159 2.067 -0.713
H: 3.995 0.925 -0.130
H: -0.629 0.959 2.158
H: -1.876 -0.247 1.559
H: 0.405 -1.804 -1.245
H: -1.422 -1.693 -1.196
H: -0.692 -2.363 0.256
H: -0.856 1.995 -1.639

Forces on atoms 1 to 6 (eV/Å):
-2.995 -0.954 0.479
-1.168 0.382 -0.550
-1.098 -0.174 -1.411
0.730 2.750 1.768
4.475 -0.323 1.001
0.676 -0.814 -3.620

Values from the calculation:
Energy above the lowest of the compared OMol25 structures with the same formula, charge and spin (kcal per mole): 191.27
HOMO (eV): -9.5215
Total energy (eV): -7817.3529
HOMO-LUMO gap (eV): 8.39
Largest force on an atom (eV/A): 4.597
Charge: 0

# 12
Below is 2 unconnected molecules or ions with the total composition C6H7N at a distorted geometry, with properties calculated with ωB97M-V/def2-TZVPD.

Atoms and positions in Å:
C: 3.271 0.064 -0.354
C: 2.400 -0.229 0.439
C: -0.620 0.247 -1.576
C: -0.019 -1.467 -0.039
C: -0.552 -0.218 -0.331
C: -0.841 0.622 0.939
N: -0.207 -2.675 0.199
H: 3.937 0.670 -0.899
H: -1.062 1.146 -1.621
H: -0.388 -0.332 -2.499
H: 0.230 0.783 1.300
H: -1.426 0.106 1.717
H: -1.382 1.465 0.525
H: 0.741 -2.985 0.153

Forces on atoms 1 to 6 (eV/Å):
0.134 0.624 -0.149
-2.167 -1.545 0.247
0.700 -3.550 -0.297
-0.598 -3.265 0.785
-0.022 0.870 1.139
1.551 -0.804 -0.866

Values from the calculation:
Energy above the lowest of the compared OMol25 structures with the same formula, charge and spin (kcal per mole): 182.14
HOMO (spin up / spin down) (eV): -8.7041 / -8.7112
Total energy (eV): -7817.7488
HOMO-LUMO gap (spin up / spin down) (eV): 6.83 / 6.84
Largest force on an atom (eV/A): 4.543
Charge: 0

# 13
Below is C6H7N in the gas phase, with properties calculated with ωB97M-V/def2-TZVPD.

Atoms and positions in Å:
C: -1.286 -0.245 -1.234
C: -0.209 0.148 -1.618
C: -2.156 -0.549 -0.168
C: -0.638 0.224 1.506
C: 0.617 -0.155 2.159
C: 1.118 0.550 -2.014
N: -1.529 -0.369 0.943
H: -3.172 -0.885 -0.207
H: 0.903 -1.200 2.001
H: 0.562 0.056 3.227
H: 1.394 0.494 1.746
H: 1.830 0.128 -1.304
H: 1.212 1.637 -2.026
H: 1.355 0.166 -3.010

Forces on atoms 1 to 6 (eV/Å):
0.395 0.207 -0.513
-0.599 -0.134 -0.297
-0.153 -0.478 -0.354
-0.405 0.334 0.623
0.304 -0.431 -0.084
0.193 0.000 -0.398

Values from the calculation:
Energy above the lowest of the compared OMol25 structures with the same formula, charge and spin (kcal per mole): 110.54
HOMO (eV): -7.1929
Total energy (eV): -7820.8538
HOMO-LUMO gap (eV): 7.88
Largest force on an atom (eV/A): 0.964
Charge: 0

# 14
Below is a molecular structure, C6H7N at a distorted geometry, with properties calculated with ωB97M-V/def2-TZVPD.

Atoms and positions in Å:
C: 1.462 -0.044 -0.022
C: -0.996 -1.367 0.445
C: -0.506 -0.932 -0.938
C: 0.421 -1.501 -0.032
C: 0.223 0.415 -0.590
C: -0.550 1.447 0.083
N: 2.626 0.078 0.311
H: -1.232 -0.560 1.093
H: -1.603 -2.250 0.763
H: -0.731 -1.379 -1.895
H: -1.315 1.856 -0.703
H: 0.156 2.260 0.436
H: -1.172 1.156 0.878
H: 3.218 0.823 0.172

Forces on atoms 1 to 6 (eV/Å):
-0.430 -0.841 -1.267
-0.695 -1.011 0.148
-0.698 0.500 -0.607
1.568 2.010 1.406
0.332 -3.257 0.106
-0.150 3.062 -1.861

Values from the calculation:
Energy above the lowest of the compared OMol25 structures with the same formula, charge and spin (kcal per mole): 156.80
HOMO (spin up / spin down) (eV): -8.1925 / -8.1932
Total energy (eV): -7818.8479
HOMO-LUMO gap (spin up / spin down) (eV): 8.09 / 8.09
Largest force on an atom (eV/A): 3.586
Charge: 0

# 15
Below is C6H7N in the gas phase at a distorted geometry, with properties calculated with ωB97M-V/def2-TZVPD.

Atoms and positions in Å:
C: 0.497 0.987 0.123
C: -0.027 -1.021 0.781
C: 2.045 -0.221 -0.823
C: 1.468 -0.573 0.493
C: -0.638 0.291 0.319
C: -2.031 0.652 -0.083
N: 1.828 0.787 0.258
H: -0.377 -1.808 0.219
H: -0.155 -1.128 1.835
H: 3.056 -0.349 -0.882
H: 1.359 -0.101 -1.577
H: -2.397 0.056 -0.977
H: -1.907 1.592 -0.453
H: -2.721 0.836 0.766

Forces on atoms 1 to 6 (eV/Å):
-3.519 2.250 -0.769
0.861 3.316 0.879
-0.776 -0.520 2.624
0.097 -2.317 -0.241
1.801 -0.668 -0.025
-0.059 -1.602 0.391

Values from the calculation:
Energy above the lowest of the compared OMol25 structures with the same formula, charge and spin (kcal per mole): 178.67
SMILES: CC1=C2N3C[C@]23C1
HOMO (spin up / spin down) (eV): -8.0381 / -7.6893
Total energy (eV): -7817.8995
HOMO-LUMO gap (spin up / spin down) (eV): 8.37 / 7.90
Largest force on an atom (eV/A): 4.247
Charge: 0